A structure of composition C2H2FLiO2Sc at a distorted geometry, computed with ωB97M-V with the def2-TZVPD basis set.

Multiplicity: 1
Energy: -29785.8731 eV
Kohn-Sham gap (spin up / spin down): 9.81 / 5.32 eV
ΔE to the lowest compared entry with this formula, charge and spin: 2.5502 eV
Total charge: +3
LUMO energy (spin up / spin down): -15.199 / -17.859 eV

Atoms and positions in Å:
H -1.3244 1.2128 -1.1067
O -1.6253 -1.3556 -0.0060
C -1.6308 -0.1784 -0.3770
C -0.3781 0.3176 -1.0538
O 0.7165 -0.0917 -0.4186
Li 0.1041 -1.9560 0.5248
Sc 2.5753 0.5759 -0.6828
F -2.3637 0.6478 0.4313
H -0.3476 0.2657 -2.1562

***

A structure of composition C3H3NO2 at a distorted geometry, computed with ωB97M-V with the def2-TZVPD basis set.

Multiplicity: 1
Energy: -8740.8426 eV
Kohn-Sham gap: 9.11 eV
ΔE to the lowest compared entry with this formula, charge and spin: 4.2885 eV
Total charge: 0
LUMO energy: 0.814 eV

Atoms and positions in Å:
O 1.9379 -0.1078 0.3067
C 0.7228 -0.0610 -0.2532
C 0.0013 1.1094 -0.2680
O -1.2650 1.0137 -0.0179
C -1.4535 -0.8612 0.2564
N -0.3361 -1.3386 0.2329
H 2.4542 -0.8348 -0.0481
H 0.4668 2.0903 -0.5458
H -2.5284 -1.0100 0.3370

***

The molecule C24H14ClF4N3O4 at a distorted geometry, computed with ωB97M-V with the def2-TZVPD basis set.

Multiplicity: 1
Energy: -61167.1550 eV
Kohn-Sham gap: 8.11 eV
SMILES: CC(=O)Nc1cc2c(-c3ccc(C(=O)O)cc3F)cn(C(=O)c3c(Cl)cccc3C(F)(F)F)c2cn1
ΔE to the lowest compared entry with this formula, charge and spin: 0.0000 eV
Total charge: 0
LUMO energy: -0.447 eV

Atoms and positions in Å:
O -4.1868 -3.6678 -5.3354
O -1.5513 -0.3522 3.3645
O 2.4115 0.7560 -3.9792
F -4.2238 -0.1802 -0.4347
F -0.9186 0.7433 6.4315
F -0.1462 2.6811 6.2402
F -1.1871 2.0512 4.6404
Cl 1.7449 -2.2518 2.2397
N 2.1188 2.0360 -0.2658
O -5.8578 -2.4786 -4.5671
C -4.5701 -2.8558 -4.5715
C -0.4878 -0.1624 2.8169
C 3.1541 1.6020 -3.4729
C -1.3708 -0.2252 -0.5904
C -1.7092 -0.4232 0.7187
C 1.4227 1.5870 0.7709
C 1.7078 1.6399 -1.4752
C 3.1364 -0.2016 5.2768
C 2.8212 -1.1943 4.3512
C -2.4663 -2.0475 -3.6755
C -4.3555 -1.2717 -2.5384
C -1.5884 -1.3682 -2.7816
C 0.6709 0.7208 -1.7482
C 2.0591 0.7029 5.5781
C -3.5499 -0.7351 -1.5259
C 1.7103 -1.0447 3.5029
C -3.8331 -2.0044 -3.6211
C -2.1748 -0.7107 -1.7464
C -0.1078 0.4204 -0.6142
C 0.7558 -0.0646 3.7056
C 0.3218 0.7411 0.6304
C 0.8960 0.7948 4.8345
N 2.7787 2.1067 -2.2567
N -0.6165 0.1000 1.4853
C 4.4841 1.9963 -4.0641
C -0.3111 1.5165 5.5258
H -6.2167 -3.0101 -5.3168
H -2.5272 -0.8885 1.1739
H 1.6855 1.8754 1.7752
H 4.0332 -0.3586 5.8372
H 3.5527 -1.9693 4.1915
H -2.1727 -2.6747 -4.5370
H -5.4286 -1.2729 -2.3836
H -0.5273 -1.4276 -2.8648
H 0.4050 0.3914 -2.7240
H 2.2472 1.5077 6.3102
H 3.5447 2.5899 -1.7567
H 5.2591 1.2572 -3.8725
H 4.8234 2.8773 -3.5409
H 4.3406 2.1464 -5.1406

***

A cluster of 2 separate species, C4H11NO in total at a distorted geometry, computed with ωB97M-V with the def2-TZVPD basis set.

Multiplicity: 2
Energy: -7855.8557 eV
Kohn-Sham gap (spin up / spin down): 11.57 / 7.73 eV
ΔE to the lowest compared entry with this formula, charge and spin: 0.4862 eV
Total charge: +1
LUMO energy (spin up / spin down): -3.209 / -7.041 eV

Atoms and positions in Å:
C 0.7149 0.0735 1.6547
C -0.4645 -0.3939 0.8652
C -1.6546 -0.8689 1.4276
C -1.1717 -0.9894 -1.3990
N -0.3136 -0.3323 -0.4222
H 1.5352 -0.6371 1.5839
H 1.0058 1.0321 1.2446
H 0.4902 0.2537 2.7041
H -1.6954 -0.8352 2.5133
H -2.3935 -1.3645 0.8230
H -1.2617 -2.0484 -1.1608
H -2.1872 -0.6015 -1.2850
H -0.8630 -0.8401 -2.4223
H 0.5330 0.0668 -0.8160
H 3.2816 2.5085 -2.1339
H 2.1095 2.6173 -1.1382
O 2.3352 2.3596 -2.0390

***

A cluster of 2 separate species, C2H2FIO in total at a distorted geometry, computed with ωB97M-V with the def2-TZVPD basis set.

Multiplicity: 1
Energy: -14965.2749 eV
Kohn-Sham gap: 8.92 eV
ΔE to the lowest compared entry with this formula, charge and spin: 5.7117 eV
Total charge: 0
LUMO energy: -0.169 eV

Atoms and positions in Å:
C 1.2154 0.2545 0.6356
C 2.1585 0.0437 -0.0494
O -2.5718 0.2729 1.0457
F 2.9813 -0.2347 -0.9609
I -2.0737 0.4344 -0.7061
H 0.5790 0.2582 1.4607
H -2.2887 -1.0290 -1.4256

***

The molecule C6H10O, computed with ωB97M-V with the def2-TZVPD basis set.

Multiplicity: 1
Energy: -8427.0276 eV
Kohn-Sham gap (spin up / spin down): 7.75 / 7.74 eV
ΔE to the lowest compared entry with this formula, charge and spin: 4.2128 eV
Total charge: 0
LUMO energy (spin up / spin down): 1.018 / 1.008 eV

Atoms and positions in Å:
C -1.3580 -0.2776 0.4841
C -0.6992 -1.4620 -0.2394
O 0.5826 -1.1433 -0.7605
C 1.4846 -0.5892 0.1934
C 1.3806 0.9174 0.2154
C 0.1833 1.5951 -0.1637
C -1.1231 1.0451 -0.1730
H -0.9523 -0.2178 1.5080
H -2.4311 -0.4818 0.5784
H -0.6340 -2.3345 0.4302
H -1.2907 -1.7509 -1.1143
H 1.3239 -1.0686 1.1730
H 2.4902 -0.8769 -0.1350
H 2.3003 1.4904 0.2533
H 0.2867 2.6485 -0.4276
H 0.3667 0.9372 -1.1207
H -1.9107 1.5688 -0.7015

***

A structure of composition C19H24N2O2 at a distorted geometry, computed with ωB97M-V with the def2-TZVPD basis set.

Multiplicity: 1
Energy: -27148.8288 eV
Kohn-Sham gap: 8.21 eV
ΔE to the lowest compared entry with this formula, charge and spin: 19.9546 eV
Total charge: 0
LUMO energy: 0.356 eV

Atoms and positions in Å:
C -4.0210 7.1850 0.2594
C -3.1736 7.3511 -1.0972
C -2.5465 5.9943 -1.4791
O -1.4605 5.7106 -0.3869
C -0.5827 4.5581 -0.3780
C -0.9012 3.4251 -1.2359
C -0.2019 2.2236 -1.0256
C 0.7803 2.0846 -0.2930
C 0.9134 3.0736 0.6683
C 0.1401 4.3305 0.6690
H 0.1015 4.9494 1.2569
H 1.5846 2.8744 1.4346
N 1.6748 1.0496 -0.0559
H 1.8702 0.8330 0.7497
C 1.1608 -0.2930 -0.7103
H 1.4499 -0.5498 -1.5082
C 1.5640 -1.3520 0.4570
O 2.0501 -1.2160 1.4591
N 1.1437 -2.5804 -0.3014
C 1.3063 -3.9745 0.4664
C 2.1032 -4.0917 1.5978
C 2.0714 -5.4770 2.2554
C 1.6766 -6.5015 1.4865
C 1.0444 -6.3959 0.3817
C 1.0416 -5.0745 -0.5750
C 0.2857 -4.8716 -1.6639
H -0.4882 -4.3042 -1.4426
H -0.0252 -5.9438 -2.1431
H 0.9475 -4.5515 -2.2459
H 0.8150 -7.1435 -0.1749
C 1.9220 -7.8354 2.0058
H 2.3697 -8.5445 1.2912
H 2.6653 -7.7940 2.8863
H 1.1264 -8.1404 2.6333
H 2.7346 -5.4192 3.2167
H 2.1828 -3.2094 2.0622
H 0.8468 -2.6390 -1.1947
H -0.2371 -0.3958 -0.5550
H -0.3478 1.5063 -2.0233
H -1.7359 3.4063 -2.1783
H -2.0757 5.9723 -2.2149
H -3.3792 4.8749 -1.2326
H -3.7473 7.3737 -1.8615
H -2.2759 7.9586 -0.8734
H -3.2607 6.7507 0.9520
H -4.7468 6.5882 0.1398
H -4.3653 8.2247 0.5217

***

The molecule C4H9NO at a distorted geometry, computed with ωB97M-V with the def2-TZVPD basis set.

Multiplicity: 1
Energy: -7829.1321 eV
Kohn-Sham gap: 8.74 eV
SMILES: C=C(N)OCC
ΔE to the lowest compared entry with this formula, charge and spin: 3.1879 eV
Total charge: 0
LUMO energy: 0.984 eV

Atoms and positions in Å:
C -1.7191 0.1715 -0.9168
C -0.5177 -0.8177 -0.8635
C 0.1727 0.6580 1.4403
C 0.9573 -0.1977 0.8175
O 0.5070 -1.3669 0.3107
N 2.2639 0.1244 0.5646
H -2.1704 0.0460 -1.9325
H -1.4438 1.2212 -0.8133
H -2.4901 -0.0638 -0.1867
H -0.8668 -1.8077 -1.0075
H 0.1891 -0.5172 -1.6308
H 0.6573 1.5571 1.7527
H -0.6955 0.3504 1.9856
H 2.7423 -0.5407 0.0038
H 2.4483 1.1173 0.5263

***

A structure of composition C58H48Cl2O2P2PdS at a distorted geometry, computed with ωB97M-V with the def2-TZVPD basis set.

Multiplicity: 1
Energy: -122953.1354 eV
Kohn-Sham gap: 3.55 eV
ΔE to the lowest compared entry with this formula, charge and spin: 0.0000 eV
Total charge: 0
LUMO energy: -2.158 eV

Atoms and positions in Å:
Cl -12.3788 3.7884 1.5382
C -10.8588 3.3894 0.8542
C -10.4728 2.0500 0.7366
C -9.2187 1.7220 0.2033
C -8.3295 2.7281 -0.1761
S -6.7439 2.2639 -0.9392
C -5.5350 2.0134 0.3776
Cl -4.3516 3.2594 0.4938
O -6.9150 0.9532 -1.5470
O -6.4144 3.4167 -1.7326
C -8.7443 4.0627 -0.1278
C -9.9986 4.3978 0.4021
H -11.1588 1.2700 1.0462
H -8.9611 0.6774 0.0422
H -6.1915 1.9863 1.2469
H -8.1213 4.8541 -0.5361
H -10.3255 5.4309 0.4561
C 1.7052 -4.4535 -2.9798
C 1.5655 -4.4939 -1.5857
C 0.7653 -3.5522 -0.9412
C 0.1503 -2.4973 -1.6613
C -0.5400 -1.4163 -0.9050
C -1.5773 -0.5675 -1.4694
C -2.7677 -0.1874 -0.8617
C -3.3101 -0.7744 0.3231
C -4.3710 -0.1116 0.9683
C -4.7650 -0.5035 2.2307
C -4.1917 -1.6516 2.8424
C -3.2399 -2.4016 2.1475
C -2.8631 -2.0165 0.8640
Pd 1.4172 -0.5405 -0.4617
P 3.0191 0.3683 -1.7462
C 2.4482 0.2242 -3.4610
C 3.1024 -0.6040 -4.3885
C 2.5774 -0.7430 -5.6736
C 1.4025 -0.0795 -6.0328
C 0.7380 0.7291 -5.1049
C 1.2617 0.8872 -3.8198
C 3.3221 2.1344 -1.4773
C 3.7551 2.9615 -2.5298
C 4.0270 4.3072 -2.2786
C 3.8664 4.8287 -0.9903
C 3.4192 4.0124 0.0530
C 3.1332 2.6710 -0.1925
C 4.6089 -0.4929 -1.6684
C 5.8102 0.1974 -1.9054
C 7.0206 -0.4938 -1.9081
C 7.0468 -1.8659 -1.6400
C 5.8588 -2.5487 -1.3616
C 4.6362 -1.8708 -1.3787
P 1.6147 -0.5274 1.7942
C 1.5473 -2.1890 2.5031
C 2.7300 -2.9077 2.7585
C 2.6509 -4.2318 3.1935
C 1.4093 -4.8367 3.4044
C 0.2294 -4.1220 3.1667
C 0.2967 -2.8092 2.6945
C 3.1342 0.2669 2.3723
C 3.1047 1.3211 3.3051
C 4.2729 2.0445 3.5520
C 5.4649 1.7194 2.8975
C 5.5146 0.6314 2.0213
C 4.3590 -0.1146 1.7878
C 0.2067 0.3422 2.5266
C -0.2267 0.0423 3.8354
C -1.3209 0.7142 4.3791
C -1.9600 1.7150 3.6411
C -1.5079 2.0339 2.3646
C -0.4305 1.3608 1.8010
C 0.2176 -2.5300 -3.0714
C 1.0149 -3.4770 -3.7112
H 2.3384 -5.1903 -3.4827
H 2.0817 -5.2582 -0.9970
H 0.6350 -3.5844 0.1425
H -0.6284 -1.6085 0.1795
H -1.3683 -0.1815 -2.4713
H -3.3205 0.6388 -1.3026
H -4.9298 0.8433 0.3467
H -5.5264 0.0464 2.7720
H -4.5034 -1.9718 3.8427
H -2.8011 -3.2961 2.6155
H -2.2612 -2.6917 0.2409
H 4.0128 -1.1357 -4.1077
H 3.0852 -1.3846 -6.3939
H 0.9919 -0.2030 -7.0354
H -0.1922 1.2329 -5.3743
H 0.7380 1.5074 -3.0858
H 3.8682 2.5550 -3.5381
H 4.3630 4.9491 -3.0922
H 4.0829 5.8785 -0.7949
H 3.2883 4.4148 1.0606
H 2.7694 2.0269 0.6152
H 5.7948 1.2715 -2.0906
H 7.9454 0.0401 -2.1240
H 7.9949 -2.4044 -1.6459
H 5.8776 -3.6166 -1.1347
H 3.7034 -2.4023 -1.1620
H 3.6977 -2.4256 2.6409
H 3.5653 -4.7912 3.3799
H 1.3494 -5.8662 3.7636
H -0.7439 -4.5823 3.3586
H -0.6290 -2.2567 2.5012
H 2.1825 1.5659 3.8364
H 4.2498 2.8729 4.2574
H 6.3651 2.3083 3.0736
H 6.4441 0.3575 1.5154
H 4.3998 -0.9852 1.1271
H 0.2823 -0.7187 4.4288
H -1.6857 0.4504 5.3732
H -2.8295 2.2359 4.0552
H -2.0181 2.8084 1.7849
H -0.0941 1.6114 0.7900
H -0.3224 -1.7710 -3.6323
H 1.1136 -3.4542 -4.7966

***

The molecule C6H11N5 at a distorted geometry, computed with ωB97M-V with the def2-TZVPD basis set.

Multiplicity: 1
Energy: -13846.6547 eV
Kohn-Sham gap: 9.43 eV
SMILES: [H]/N=N/N(C)[C@@H]1N=CCC(C)=N1
ΔE to the lowest compared entry with this formula, charge and spin: 4.3250 eV
Total charge: 0
LUMO energy: 1.004 eV

Atoms and positions in Å:
C 0.8470 -1.8881 0.5940
C 1.4667 0.2119 -0.2480
C 1.4627 -0.6431 1.0161
C -0.4759 -0.7421 -0.9243
C 2.6304 1.1272 -0.4676
C -2.9757 0.1544 -0.8837
N -0.1360 -1.9325 -0.2489
N 0.5188 0.2125 -1.1254
N -0.7972 0.7662 1.7717
N -1.7138 0.7248 0.9088
N -1.7872 0.0166 -0.1193
H 1.0439 -2.7999 1.0648
H 0.6774 -0.0722 1.6842
H 2.3419 -0.5941 1.5169
H -1.0858 -1.0081 -1.8031
H 2.5689 1.8108 0.2685
H 2.5013 1.6326 -1.4342
H 3.6100 0.6410 -0.4344
H -2.5736 0.5039 -1.9712
H -3.6643 -0.7552 -0.9717
H -3.5536 1.0355 -0.5453
H -0.9059 1.5979 2.3519

***

A cluster of 2 separate species, C4H8N4 in total at a distorted geometry, computed with ωB97M-V with the def2-TZVPD basis set.

Multiplicity: 1
Energy: -10235.0312 eV
Kohn-Sham gap: 7.68 eV
SMILES: [H]/N=C/C#N.N/C=C\N
ΔE to the lowest compared entry with this formula, charge and spin: 3.2109 eV
Total charge: 0
LUMO energy: 0.103 eV

Atoms and positions in Å:
C -1.8927 0.5323 -1.7818
C -0.1549 -0.9788 1.0862
C -1.0192 1.3763 -1.0154
C 0.7567 0.0312 1.2384
N -2.7281 -0.1815 -2.0940
N -0.1932 -2.0306 0.1236
N 0.1710 1.5717 -1.4307
N 2.0330 0.1660 0.6953
H -1.1454 -1.1321 1.6191
H -1.6851 1.8541 -0.2188
H 0.3597 0.6623 1.9758
H -0.6706 -2.8779 0.3768
H 0.7146 -2.2222 -0.3994
H 0.8939 2.1249 -0.9793
H 2.0862 0.2728 -0.4122
H 2.4740 0.8315 1.2163

***

The ion C3H8NO with charge -1 at a distorted geometry, computed with ωB97M-V with the def2-TZVPD basis set.

Multiplicity: 1
Energy: -6777.7010 eV
Kohn-Sham gap: 6.65 eV
SMILES: C[C@@H](N)C[O-]
ΔE to the lowest compared entry with this formula, charge and spin: 0.2910 eV
Total charge: -1
LUMO energy: 4.466 eV

Atoms and positions in Å:
C -0.2977 -1.1847 -0.6390
O -0.1727 -2.4307 -0.1581
C 0.2263 -0.0761 0.3342
C 0.8875 1.1093 -0.3673
N -0.7886 0.4065 1.2897
H -1.3789 -0.8648 -0.8091
H 0.1841 -1.0021 -1.6431
H 0.9552 -0.5951 0.9536
H 0.2488 1.3889 -1.2171
H 0.8697 2.0157 0.2399
H 1.8779 0.8720 -0.7424
H -1.6258 0.6814 0.7947
H -0.9858 -0.3204 1.9640

***

Q: Which formula does entry 3 have?
A: C24H14ClF4N3O4